No. 1
Computed, not measured: a structure of composition C36H24AsF6N4O5S3Tc at a distorted geometry, with ωB97M-V/def2-TZVPD.

Summary:
**Spin multiplicity**: 2
**Charge**: -1
**HOMO-LUMO gap (alpha / beta)**: 5.95 / 5.67 eV

```
80
Properties=species:S:1:pos:R:3:mulliken_spin:R:1
Tc -0.116 -0.004 0.250 0.702
N 0.656 4.864 9.366 0.000
C 0.556 4.320 8.346 0.000
C 0.434 3.648 7.086 0.000
C 1.364 3.887 6.069 0.001
C 1.246 3.230 4.841 0.001
C 0.198 2.325 4.620 0.008
C -0.730 2.085 5.643 0.001
C -0.615 2.747 6.869 0.000
C 0.096 1.613 3.324 0.051
C -0.856 1.981 2.439 0.000
C -1.829 3.046 2.545 -0.002
C -2.597 3.095 1.455 0.002
C -2.042 1.994 0.676 0.009
N -1.060 1.358 1.225 -0.054
C 1.057 0.498 2.939 -0.029
C 2.048 -0.033 3.749 -0.011
C 2.677 -1.018 3.003 0.013
C 2.042 -1.028 1.784 -0.029
N 1.075 -0.112 1.746 -0.044
H 2.188 4.582 6.225 0.000
H 1.977 3.425 4.057 0.000
H -1.545 1.379 5.490 0.000
H -1.346 2.551 7.652 0.000
H -1.911 3.719 3.384 0.000
H -3.402 3.749 1.187 0.001
H -2.467 1.758 -0.311 0.006
H 2.283 0.252 4.766 -0.003
H 3.497 -1.652 3.313 0.000
H 2.263 -1.671 0.940 0.011
S 1.221 1.745 -0.300 -0.053
C 1.762 1.885 -1.989 0.013
C 2.605 2.927 -2.389 0.000
C 3.023 3.008 -3.720 0.002
C 2.600 2.048 -4.643 -0.002
C 1.758 1.006 -4.239 0.005
C 1.328 0.927 -2.903 -0.014
As 0.157 -0.489 -2.205 0.124
C -0.039 -1.513 -3.871 0.025
C 0.753 -2.656 -4.039 0.005
C 0.671 -3.406 -5.216 0.001
C -0.204 -3.018 -6.234 0.000
C -0.996 -1.878 -6.075 0.001
C -0.915 -1.124 -4.900 0.002
C -1.559 0.472 -2.307 -0.028
C -2.734 -0.265 -2.103 0.025
C -3.983 0.359 -2.166 -0.001
C -4.068 1.728 -2.431 -0.001
C -2.903 2.472 -2.634 0.000
C -1.652 1.850 -2.574 -0.008
H 2.936 3.669 -1.674 0.001
H 3.676 3.812 -4.034 0.000
H 2.928 2.108 -5.673 0.000
H 1.454 0.279 -4.975 0.000
H 1.438 -2.962 -3.258 -0.001
H 1.288 -4.287 -5.340 0.000
H -0.265 -3.597 -7.146 0.000
H -1.670 -1.574 -6.866 0.000
H -1.529 -0.241 -4.809 0.001
H -2.679 -1.326 -1.898 -0.011
H -4.885 -0.218 -2.010 0.000
H -5.035 2.211 -2.480 0.000
H -2.970 3.533 -2.840 0.000
H -0.774 2.454 -2.737 -0.001
F -1.584 -5.088 -0.763 0.001
C -1.211 -3.782 -0.897 -0.015
F -2.318 -3.141 -1.389 -0.005
F -0.281 -3.709 -1.887 -0.004
S -0.669 -3.041 0.698 0.024
O 0.094 -1.834 0.370 -0.028
O -1.916 -2.738 1.416 0.007
N 0.125 -4.225 1.391 0.002
S 1.410 -4.714 0.611 0.001
O 1.145 -5.545 -0.566 0.001
O 2.494 -3.748 0.437 0.001
C 2.011 -5.877 1.888 0.000
F 1.100 -6.860 2.159 0.000
F 2.264 -5.262 3.081 0.000
F 3.163 -6.514 1.531 0.000
O -1.709 -0.452 -0.080 0.296
```

---

No. 2
Computed, not measured: a structure of composition C36H24BCl3F2N7OTc, with ωB97M-V/def2-TZVPD.

Summary:
**Spin multiplicity**: 4
**Charge**: +1
**HOMO-LUMO gap (alpha / beta)**: 6.35 / 6.22 eV

```
75
Properties=species:S:1:pos:R:3:mulliken_spin:R:1
Tc -0.818 0.435 0.052 2.888
C 0.494 1.808 -4.020 0.004
C -0.108 1.782 -2.771 -0.010
N 0.096 0.754 -1.951 0.069
C 0.883 -0.247 -2.373 -0.046
C 1.512 -0.174 -3.612 -0.003
N 1.315 0.845 -4.434 -0.009
C 1.004 -1.402 -1.442 0.081
C 1.444 -2.630 -1.887 -0.013
C 1.461 -3.724 -1.021 0.006
C 1.094 -3.496 0.297 0.008
C 0.730 -2.222 0.711 -0.021
N 0.613 -1.191 -0.156 -0.067
C 0.634 -1.908 2.148 -0.047
C 1.570 -2.377 2.995 0.017
N 1.608 -1.990 4.338 -0.001
C 1.119 -0.843 4.581 0.002
C 0.505 0.025 3.495 0.003
N -0.211 -0.877 2.611 0.122
C 1.852 -5.070 -1.496 0.002
C 1.587 -5.475 -2.800 0.003
C 1.972 -6.746 -3.195 -0.001
N 2.592 -7.609 -2.399 0.003
C 2.843 -7.215 -1.156 -0.001
C 2.495 -5.971 -0.657 0.003
H 0.314 2.632 -4.694 0.000
H -0.749 2.576 -2.409 0.006
H 2.195 -0.940 -3.943 0.000
H 1.749 -2.747 -2.913 0.000
H 1.070 -4.297 1.019 -0.002
H 2.332 -3.067 2.673 0.002
H 1.101 -0.494 5.606 0.000
H -0.207 0.711 3.955 -0.002
H 1.063 -4.837 -3.496 0.000
H 1.767 -7.084 -4.201 0.000
H 3.354 -7.929 -0.524 0.000
H 2.756 -5.715 0.360 0.000
Cl -5.970 0.204 -4.876 0.002
C -4.884 0.600 -3.587 0.016
C -4.172 -0.411 -2.959 -0.006
C -3.323 -0.041 -1.938 -0.004
Cl -2.378 -1.273 -1.106 0.002
C -3.140 1.266 -1.487 0.033
O -2.341 1.583 -0.483 0.037
C -3.867 2.248 -2.173 0.011
Cl -3.649 3.901 -1.717 0.002
C -4.731 1.927 -3.204 -0.007
H -4.279 -1.441 -3.254 0.001
H -5.279 2.709 -3.707 0.000
C 3.112 2.247 4.001 0.000
C 2.221 3.382 3.786 -0.003
C 1.173 3.330 2.950 0.012
C 0.872 2.102 2.209 0.071
C 1.560 0.848 2.668 0.044
C 2.814 1.070 3.458 -0.001
N -0.011 2.040 1.275 -0.110
C -0.687 3.286 0.983 0.072
C -1.862 3.599 1.642 -0.035
C -2.426 4.849 1.445 0.004
C -1.822 5.767 0.596 0.001
C -0.657 5.428 -0.077 -0.001
C -0.084 4.178 0.113 -0.040
H 4.004 2.380 4.594 0.000
H 2.430 4.307 4.306 0.000
H 0.560 4.207 2.796 0.002
H 1.802 0.233 1.793 -0.002
H 3.458 0.213 3.600 0.000
H -2.317 2.877 2.305 0.002
H -3.340 5.109 1.960 0.000
H -2.264 6.742 0.453 0.000
H -0.184 6.139 -0.738 0.000
H 0.845 3.913 -0.372 -0.001
F -2.365 0.028 3.073 0.012
B -1.635 -0.905 2.487 -0.124
F -2.216 -1.936 1.892 0.016
```

---

No. 3
Computed, not measured: a structure of composition C36H24BaN5O6S, with ωB97M-V/def2-TZVPD.

Summary:
**Charge**: -1
**HOMO-LUMO gap**: 4.14 eV

```
73
Properties=species:S:1:pos:R:3:mulliken_charge:R:1
Ba 0.343 0.487 0.130 1.041
C 1.283 -1.444 -2.773 -1.072
O -0.024 -1.537 -2.208 0.302
C -0.747 -2.664 -2.388 0.404
C -0.349 -3.721 -3.196 -0.936
C -1.134 -4.863 -3.290 -0.680
C -2.301 -4.977 -2.555 -0.725
C -2.688 -3.934 -1.725 -0.245
C -1.948 -2.765 -1.666 0.541
N -2.248 -1.778 -0.673 -0.121
N -2.387 -0.567 -0.963 -0.335
C -2.535 -0.104 -2.287 -0.375
C -1.708 0.997 -2.640 0.394
O -0.887 1.552 -1.845 -0.664
C -1.782 1.432 -4.019 -0.615
C -2.646 0.883 -4.899 -1.123
C -3.574 -0.128 -4.508 0.838
C -4.553 -0.602 -5.400 -0.616
C -5.503 -1.509 -5.003 -0.667
C -5.508 -1.946 -3.670 -0.683
C -4.553 -1.517 -2.784 -0.416
C -3.526 -0.624 -3.178 0.850
H 1.974 -2.113 -2.258 0.381
H 1.603 -0.413 -2.612 0.237
H 1.280 -1.630 -3.847 0.458
H 0.580 -3.660 -3.743 0.454
H -0.811 -5.674 -3.930 0.401
H -2.902 -5.876 -2.617 0.388
H -3.579 -4.010 -1.115 0.421
H -1.090 2.216 -4.298 0.470
H -2.674 1.228 -5.928 0.338
H -4.552 -0.218 -6.414 0.362
H -6.254 -1.863 -5.698 0.372
H -6.278 -2.628 -3.330 0.376
H -4.602 -1.846 -1.757 0.641
O -1.490 4.765 6.569 -0.639
N -1.922 3.634 6.649 1.074
O -2.503 3.210 7.627 -0.655
C -1.749 2.713 5.500 -0.576
C -2.175 1.456 5.725 -0.568
C -2.061 0.460 4.718 1.020
C -2.504 -0.855 4.938 -0.671
C -2.363 -1.781 3.942 -1.022
C -1.750 -1.389 2.743 -0.250
N -1.348 -0.157 2.512 0.333
C -1.504 0.774 3.468 -0.377
C -1.083 2.144 3.226 0.088
N -0.611 2.436 2.010 -0.342
C -0.153 3.632 1.721 -0.206
C -0.194 4.661 2.665 -0.784
C -0.708 4.416 3.911 -0.414
C -1.178 3.129 4.242 0.840
H -2.604 1.202 6.682 0.533
H -2.952 -1.117 5.889 0.449
H -2.694 -2.802 4.065 0.413
H -1.625 -2.097 1.931 0.523
H 0.249 3.786 0.724 0.362
H 0.187 5.641 2.413 0.426
H -0.745 5.205 4.639 0.537
O 2.559 -0.894 0.343 -0.777
C 3.060 0.122 0.909 0.138
O 2.435 0.766 1.786 -0.738
C 4.337 0.689 0.353 0.151
C 5.573 0.205 0.749 -0.354
C 6.748 0.733 0.227 -0.569
C 6.663 1.755 -0.708 -0.458
C 5.426 2.235 -1.115 -0.531
C 4.226 1.719 -0.605 0.567
S 2.693 2.339 -1.201 -0.369
H 5.613 -0.598 1.477 0.401
H 7.712 0.352 0.544 0.352
H 7.565 2.184 -1.132 0.335
H 5.370 3.025 -1.854 0.362
```

---

No. 4
Computed, not measured: a structure of composition C36H25F6N6O6S2Sc at a distorted geometry, with ωB97M-V/def2-TZVPD.

Summary:
**Charge**: 0
**HOMO-LUMO gap**: 6.67 eV

```
82
Properties=species:S:1:pos:R:3:mulliken_charge:R:1
Sc -0.829 -0.263 0.060 -0.146
C -1.993 -3.143 1.749 -1.410
O -1.020 -2.563 0.883 0.432
C 0.102 -3.310 0.614 0.837
C 0.505 -4.446 1.294 -0.471
C 1.651 -5.122 0.892 -0.948
C 2.391 -4.686 -0.194 -0.844
C 1.997 -3.557 -0.887 -0.692
C 0.858 -2.857 -0.492 0.425
N 0.342 -1.729 -1.104 0.988
N 0.795 -1.418 -2.278 -1.265
C 0.136 -0.480 -2.970 -0.170
C -1.235 -0.152 -2.645 1.327
O -1.822 -0.680 -1.640 -0.855
C -1.933 0.715 -3.549 -0.946
C -1.300 1.326 -4.581 -1.060
C 0.062 1.053 -4.895 1.014
C 0.721 1.704 -5.951 -0.974
C 2.044 1.452 -6.220 -0.627
C 2.740 0.508 -5.462 -0.826
C 2.116 -0.154 -4.432 -0.209
C 0.773 0.111 -4.116 0.871
H -2.287 -4.133 1.387 0.506
H -2.863 -2.485 1.723 0.072
H -1.615 -3.212 2.774 0.525
H -0.054 -4.828 2.133 0.487
H 1.958 -6.004 1.434 0.434
H 3.265 -5.234 -0.510 0.428
H 2.553 -3.211 -1.742 0.458
H -2.966 0.923 -3.319 0.532
H -1.825 2.052 -5.185 0.434
H 0.172 2.412 -6.555 0.442
H 2.550 1.978 -7.016 0.396
H 3.778 0.311 -5.684 0.404
H 2.649 -0.890 -3.847 0.394
C 3.792 0.390 0.517 -1.093
C 3.947 0.880 1.809 -0.933
C 2.937 0.649 2.715 -0.890
C 1.773 -0.033 2.318 0.484
N 1.573 -0.384 1.034 1.148
C 2.590 -0.202 0.185 -0.383
C 0.802 -0.439 3.332 0.474
C 1.260 -0.877 4.578 -1.092
C 0.391 -1.331 5.547 -1.004
C -0.973 -1.345 5.278 -1.017
C -1.452 -0.907 4.064 -1.147
C -0.591 -0.439 3.049 0.861
H 4.575 0.486 -0.219 0.530
H 4.853 1.391 2.101 0.448
H 3.028 0.987 3.736 0.625
H 2.460 -0.586 -0.819 0.536
H 2.323 -0.898 4.774 0.554
H 0.764 -1.663 6.503 0.400
H -1.669 -1.704 6.023 0.493
H -2.508 -0.926 3.855 0.664
F -3.835 3.107 -1.452 -0.203
C -4.360 2.324 -0.498 0.274
F -4.765 1.198 -1.091 -0.202
F -5.433 2.939 -0.015 -0.223
S -3.032 1.832 0.750 1.010
O -2.045 1.345 -0.224 -0.492
O -2.585 2.991 1.464 -0.755
N -3.716 0.724 1.570 -0.342
S -3.735 1.114 3.191 0.417
O -1.064 0.017 1.917 1.331
O -4.591 2.252 3.425 -0.598
C -4.991 -0.318 3.475 0.658
F -5.064 -0.652 4.778 -0.255
F -6.196 0.073 3.094 -0.239
F -4.700 -1.455 2.827 -0.190
N 3.894 3.283 -3.627 -0.607
C 3.060 3.300 -2.842 -0.137
C 2.065 3.260 -1.836 0.097
C 1.671 4.385 -1.111 -0.652
C 0.777 4.188 -0.075 -1.309
C 0.306 2.909 0.196 -0.453
N 0.632 1.837 -0.533 1.173
C 1.497 2.023 -1.525 -0.163
H 2.068 5.363 -1.343 0.529
H 0.447 5.014 0.532 0.563
H -0.374 2.749 1.023 0.589
H 1.777 1.163 -2.117 0.564
```

---

No. 5
Computed, not measured: a structure of composition C36H25N10RuSe, with ωB97M-V/def2-TZVPD.

Summary:
**Charge**: +3
**HOMO-LUMO gap (alpha / beta)**: 5.30 / 5.49 eV

```
73
Properties=species:S:1:pos:R:3:mulliken_charge:R:1
Ru -0.146 0.607 -0.204 -0.183
C -3.984 -0.617 -1.937 -0.580
C -2.782 0.069 -1.753 -0.527
N -1.988 -0.235 -0.731 0.554
C -2.367 -1.235 0.111 -0.296
C -3.570 -1.889 -0.108 -0.128
N -4.371 -1.577 -1.118 -0.492
C -1.423 -1.547 1.212 -0.468
C -1.607 -2.481 2.210 -0.282
C -0.631 -2.649 3.210 1.072
C 0.509 -1.830 3.154 -0.529
C 0.652 -0.910 2.134 -0.518
N -0.305 -0.791 1.197 0.912
C 1.791 0.005 1.911 0.184
C 2.920 0.061 2.711 -0.307
N 3.939 0.865 2.439 -0.517
C 3.852 1.613 1.355 -0.684
C 2.727 1.592 0.530 -0.620
N 1.700 0.800 0.811 1.036
C -0.796 -3.654 4.285 0.994
C 0.184 -3.864 5.258 -0.605
C -0.023 -4.827 6.237 -0.486
N -1.116 -5.573 6.313 -0.510
C -2.051 -5.383 5.401 -0.475
C -1.943 -4.446 4.373 -0.612
H -4.638 -0.370 -2.764 0.422
H -2.460 0.860 -2.418 0.535
H -3.904 -2.688 0.542 0.527
H -2.504 -3.078 2.210 0.450
H 1.282 -1.909 3.901 0.445
H 3.017 -0.559 3.592 0.544
H 4.690 2.259 1.127 0.440
H 2.647 2.218 -0.347 0.589
H 1.112 -3.316 5.286 0.312
H 0.734 -5.002 6.990 0.400
H -2.941 -5.996 5.478 0.399
H -2.767 -4.366 3.684 0.328
Se 0.878 5.434 0.400 0.401
N -0.479 5.630 1.484 -0.704
C -1.067 4.449 1.611 0.548
C -2.204 4.195 2.416 -0.423
C -2.681 2.918 2.437 -1.095
C -2.054 1.921 1.665 -0.023
N -0.989 2.107 0.905 0.473
C -0.455 3.382 0.870 0.304
N 0.602 3.698 0.152 -0.252
H -2.661 4.999 2.975 0.517
H -3.545 2.647 3.024 0.481
H -2.473 0.923 1.676 0.438
N 0.445 1.446 -1.775 -0.171
C 1.192 1.132 -2.741 0.736
C 1.764 -0.220 -2.479 0.289
C 3.081 -0.547 -2.766 -0.418
C 3.580 -1.769 -2.329 -0.798
C 2.781 -2.651 -1.610 -0.796
C 1.459 -2.331 -1.326 -0.485
C 0.951 -1.116 -1.765 0.121
C 1.455 1.969 -3.907 0.340
C 1.741 1.374 -5.140 -0.375
C 1.951 2.179 -6.244 -0.878
C 1.884 3.563 -6.119 -0.481
C 1.602 4.154 -4.890 -0.792
C 1.379 3.361 -3.782 -0.154
H 3.712 0.147 -3.306 0.609
H 4.603 -2.034 -2.553 0.496
H 3.184 -3.603 -1.294 0.495
H 0.823 -3.041 -0.815 0.570
H -0.145 -0.965 -1.750 0.486
H 1.783 0.297 -5.237 0.518
H 2.166 1.731 -7.204 0.450
H 2.054 4.186 -6.985 0.440
H 1.563 5.230 -4.804 0.457
H 1.166 3.804 -2.815 0.350
```

---

No. 6
Computed, not measured: a structure of composition C36H25N6O2PPtS3, with ωB97M-V/def2-TZVPD.

Summary:
**Spin multiplicity**: 5
**Charge**: 0
**HOMO-LUMO gap (alpha / beta)**: 5.94 / 4.85 eV

```
74
Properties=species:S:1:pos:R:3:mulliken_spin:R:1
Pt 0.603 -1.492 -0.031 1.007
N -1.392 4.015 5.812 0.000
C -1.046 2.781 5.275 0.000
C 0.163 2.170 5.620 0.000
C 0.529 0.964 5.054 0.000
C -0.306 0.355 4.126 0.003
C -1.516 0.945 3.783 -0.001
C -1.882 2.151 4.351 0.000
S 0.133 -1.193 3.405 0.017
O -1.100 -1.798 2.961 0.010
O 0.974 -1.895 4.331 0.002
N 0.931 -0.859 2.027 0.005
C 2.218 -0.433 1.980 0.021
N 2.913 0.030 3.021 0.002
C 4.163 0.397 2.771 0.002
C 4.750 0.330 1.516 0.005
C 3.945 -0.138 0.492 0.015
N 2.696 -0.511 0.714 0.057
H -0.946 4.247 6.685 0.000
H -2.376 4.228 5.814 0.000
H 0.813 2.647 6.345 0.000
H 1.456 0.482 5.325 0.000
H -2.170 0.443 3.083 0.000
H -2.833 2.605 4.094 0.000
H 4.725 0.769 3.622 0.000
H 5.772 0.632 1.345 0.000
H 4.303 -0.218 -0.528 0.000
C 2.872 3.562 -2.301 0.026
C 3.140 2.213 -2.505 -0.014
C 2.189 1.262 -2.179 0.025
C 0.954 1.652 -1.656 -0.005
C 0.687 3.003 -1.462 0.023
C 1.648 3.953 -1.782 -0.013
P -0.206 0.318 -1.264 0.186
C -1.704 1.114 -0.641 0.038
C -1.619 1.651 0.647 0.066
C -2.728 2.236 1.234 -0.015
C -3.939 2.265 0.554 0.019
C -4.038 1.702 -0.709 -0.006
C -2.925 1.126 -1.307 0.004
C -0.526 -0.470 -2.860 0.091
C -1.112 0.165 -3.926 -0.026
C -1.266 -0.511 -5.151 0.021
C -0.801 -1.792 -5.290 -0.010
C -0.152 -2.456 -4.225 0.031
C 0.377 -3.765 -4.371 -0.004
C 1.034 -4.349 -3.330 0.015
C 1.168 -3.677 -2.088 -0.042
C 0.652 -2.418 -1.876 0.069
C -0.010 -1.792 -2.981 0.176
H 3.617 4.306 -2.552 0.002
H 4.093 1.905 -2.917 0.000
H 2.394 0.208 -2.334 0.008
H -0.269 3.318 -1.065 0.004
H 1.434 5.003 -1.629 -0.001
H -0.686 1.591 1.199 0.023
H -2.646 2.654 2.229 0.000
H -4.809 2.714 1.016 0.002
H -4.986 1.703 -1.231 0.000
H -3.016 0.674 -2.285 0.000
H -1.449 1.191 -3.835 0.004
H -1.743 -0.010 -5.983 0.000
H -0.913 -2.313 -6.234 -0.001
H 0.255 -4.282 -5.315 0.000
H 1.444 -5.346 -3.438 0.003
H 1.688 -4.187 -1.284 0.032
S -2.931 -2.664 -2.202 0.816
C -2.125 -3.397 -0.940 -0.073
S -1.813 -2.284 0.313 0.795
C -1.621 -4.714 -0.990 0.282
C -1.871 -5.547 -2.111 -0.028
N -2.075 -6.223 -3.021 0.171
C -0.890 -5.253 0.100 -0.023
N -0.296 -5.690 0.985 0.185
```

---

| no. | E (a.u.) |
| --- | --- |
| 1 | -6091.70104 |
| 2 | -3530.68560 |
| 3 | -2535.27764 |
| 4 | -4323.24917 |
| 5 | -4429.79965 |
| 6 | -3521.00530 |